Record 1
Computed, not measured: a gas-phase ion, O2P2S2 (charge -2), with ωB97M-V/def2-TZVPD.

SMILES string	O=P(=O)P([S-])[S-]
gap between HOMO and LUMO	5.62	eV
total charge	-2
HOMO level	0.35	eV

CARTESIAN COORDINATES (ANGSTROEM)
O 1.79 -0.29 -0.62
P 0.58 0.56 -0.49
O 0.83 1.86 0.20
P -1.26 -1.08 0.47
S -1.93 -2.75 -0.46
S -2.73 0.20 0.77



Record 2
Computed, not measured: a single O3P2 molecule, with ωB97M-V/def2-TZVPD.

SMILES string	O=POP=O
gap between HOMO and LUMO	8.13	eV
total charge	0
HOMO level	-10.06	eV

CARTESIAN COORDINATES (ANGSTROEM)
O 1.66 0.80 0.48
P 1.66 -0.45 -0.33
O -0.23 -1.08 -0.15
P -1.55 -0.31 0.27
O -1.54 1.05 -0.27



Record 3
Computed, not measured: 2 unconnected molecules or ions with the total composition O4, with ωB97M-V/def2-TZVPD.

SMILES string	O=O.O=O
gap between HOMO and LUMO	7.58	eV
total charge	0
HOMO level	-10.43	eV

CARTESIAN COORDINATES (ANGSTROEM)
O -1.74 -0.85 0.56
O -1.35 0.17 -0.10
O 1.22 0.71 -0.63
O 1.87 -0.03 0.17



Record 4
Computed, not measured: 2 unconnected molecules or ions with the total composition O4S3, with ωB97M-V/def2-TZVPD.

gap between HOMO and LUMO (spin up / spin down)	4.55 / 5.66	eV
total charge	-2
HOMO level (spin up / spin down)	1.23 / 0.10	eV

CARTESIAN COORDINATES (ANGSTROEM)
O 1.85 1.12 -1.46
O -2.29 -0.69 -1.11
O 2.42 0.14 0.73
O 0.03 0.85 0.27
S -2.25 -1.47 1.62
S 1.54 1.13 0.01
S -1.30 -1.07 -0.06



Record 5
Computed, not measured: a gas-phase ion, O5PS (charge -1), with ωB97M-V/def2-TZVPD.

gap between HOMO and LUMO	9.27	eV
total charge	-1
HOMO level	-5.37	eV

CARTESIAN COORDINATES (ANGSTROEM)
O -0.04 1.77 1.40
O 1.19 -0.52 1.53
O -0.93 -0.76 -2.26
O -1.20 -0.65 0.22
O 0.73 0.52 -0.77
P 0.46 0.50 0.87
S -0.23 -0.85 -0.99



Record 6
Computed, not measured: a molecular structure, O5PS, with ωB97M-V/def2-TZVPD.

gap between HOMO and LUMO	9.55	eV
total charge	-1
HOMO level	-5.88	eV

CARTESIAN COORDINATES (ANGSTROEM)
O 1.42 1.43 1.32
O 0.23 -0.78 2.07
O -1.09 -0.43 -2.53
O -1.40 0.50 -0.30
O 1.01 -0.26 -0.45
P 0.77 0.14 0.99
S -0.93 -0.59 -1.11



Record 7
Computed, not measured: a gas-phase ion, O5S2 (charge -2), with ωB97M-V/def2-TZVPD.

gap between HOMO and LUMO	6.56	eV
total charge	-2
HOMO level	-0.03	eV

CARTESIAN COORDINATES (ANGSTROEM)
O -2.30 1.21 0.01
O 2.21 1.19 -0.01
O -2.15 -1.22 0.00
O 2.27 -1.22 0.02
O -0.03 0.00 0.41
S -1.49 0.05 -0.45
S 1.50 -0.02 -0.46



Quick rundown of electronic energy, same order as above: -44345.3913 -24720.9350 -8179.1644 -40694.3566 -30365.2631 -30365.3740 -31907.3662 eV
Quick rundown of max |F|, same order as above: 1.136 4.198 5.117 0.805 4.367 2.644 1.495 eV/Å
Quick rundown of energy relative to the best compared isomer or geometry (same formula, charge and spin), same order as above: 28.1 17.2 36.4 3.8 16.2 13.7 0.1 kcal/mol